[1]
14
Properties=species:S:1:pos:R:3:lowdin_charge:R:1 method="wB97M-V/def2-TZVPD" charge=+1 s2=2.006 de_lowest_ev=0.0000 gap_ev="6.707 / 6.590" homo_energy_ev="-10.66 / -13.32" fmax_ev_per_a=4.11 multiplicity=3 e_tot_ha=-588.89057 lumo_ev="-3.9 / -6.7"
C -1.99 0.42 0.34 -0.3375
C -0.48 0.18 0.29 -0.6782
N -2.66 -0.63 -0.50 -0.0471
N 3.17 -0.17 -0.03 0.2089
S 0.24 -1.03 -0.47 0.8382
H -2.17 1.56 0.03 0.1496
H -2.07 0.28 1.43 0.1044
H 0.14 1.04 0.50 0.0488
H -3.63 -0.69 0.03 0.1268
H -2.92 -0.22 -1.44 0.0934
H 3.95 -0.77 0.02 0.1042
H 2.98 0.19 -1.03 0.1696
H 3.29 0.61 0.69 0.1756
H 2.16 -0.77 0.12 0.0434

=====

[2]
34
Properties=species:S:1:pos:R:3:lowdin_charge:R:1 method="wB97M-V/def2-TZVPD" charge=-3 s2=2.005 de_lowest_ev=2.6211 gap_ev="5.406 / 5.340" homo_energy_ev="0.18 / 0.18" fmax_ev_per_a=13.01 multiplicity=3 e_tot_ha=-3921.64819 lumo_ev="5.6 / 5.5"
Ni -14.96 8.07 1.03 0.7480
C -13.67 4.16 1.03 -0.0432
C -12.94 3.49 1.89 -0.3983
C -12.33 4.19 3.13 -0.3767
O -11.53 3.59 3.99 -0.1281
C -12.54 5.48 3.41 -0.0262
C -13.33 6.30 2.45 -0.2441
C -13.92 5.55 1.13 -0.2924
O -14.55 6.27 0.34 -0.0431
O -13.47 7.55 2.45 -0.0619
O -12.72 2.25 1.64 -0.0814
H -14.10 3.66 0.17 0.1099
H -12.14 5.94 4.31 0.0957
C -18.61 7.71 3.14 -0.0091
C -17.59 7.80 2.21 -0.3518
C -17.84 7.97 0.76 -0.3679
O -16.86 8.17 -0.09 -0.1128
C -19.09 7.92 0.23 -0.0071
C -20.30 7.78 1.10 -0.3611
C -20.01 7.50 2.70 -0.3265
O -20.91 7.37 3.53 -0.0474
O -21.43 7.82 0.72 0.0193
O -16.38 7.68 2.67 -0.0818
H -18.33 7.57 4.18 0.0928
H -19.20 7.95 -0.84 0.0946
N -14.23 9.76 0.50 -0.2994
S -13.63 11.03 1.02 0.4482
O -14.42 12.31 1.08 -0.2989
O -12.19 11.09 1.08 -0.2734
F -13.96 10.59 2.55 -0.2237
S -13.99 10.32 -1.09 0.6082
O -12.63 10.33 -1.62 -0.2763
O -15.00 11.19 -1.66 -0.2674
F -14.35 8.87 -1.76 -0.2168

=====

[3]
100
Properties=species:S:1:pos:R:3:lowdin_charge:R:1 method="wB97M-V/def2-TZVPD" charge=-1 de_lowest_ev=0.0000 gap_ev=8.355 homo_energy_ev=-6.53 fmax_ev_per_a=1.60 e_tot_ha=-4028.16666 lumo_ev=1.8
C 2.66 -6.29 -1.52 -0.1142
C 1.27 -5.88 -1.84 -0.7533
Cl 0.85 -4.27 -1.36 0.7722
C 0.35 -6.58 -2.49 -0.7489
Cl 0.71 -8.18 -3.03 0.7113
S -1.30 -6.04 -2.97 0.4458
O -2.02 -7.23 -3.30 -0.3488
O -1.06 -5.15 -4.07 -0.3204
N -1.89 -5.22 -1.71 -0.3452
S -3.28 -5.71 -1.14 0.4632
O -3.73 -4.72 -0.22 -0.3247
O -3.36 -7.06 -0.71 -0.2744
F -4.27 -5.58 -2.34 -0.1619
H 2.75 -7.36 -1.46 0.0544
H 2.95 -5.85 -0.58 0.0465
H 3.30 -5.89 -2.30 0.0947
C -2.05 0.10 -0.40 -0.0111
C -1.90 -1.19 -1.18 -0.5505
O -0.97 -1.36 -1.96 -0.0098
N -2.81 -2.16 -0.96 0.0373
C -3.96 -2.13 -0.08 -0.0915
H -1.24 0.77 -0.68 0.0587
H -3.00 0.59 -0.64 0.0805
H -2.00 -0.08 0.67 0.0819
H -2.64 -3.01 -1.49 0.1002
H -3.86 -2.93 0.65 0.0586
H -4.86 -2.30 -0.67 0.0879
H -4.05 -1.18 0.44 0.0681
C -6.64 -3.08 3.04 -0.0084
C -7.18 -1.79 2.49 -0.5542
O -6.54 -0.75 2.50 0.0233
N -8.44 -1.80 1.96 0.0020
C -9.35 -2.92 1.86 -0.0809
H -5.64 -2.91 3.42 0.0830
H -7.27 -3.44 3.86 0.0811
H -6.59 -3.84 2.26 0.0882
H -8.74 -0.91 1.61 0.1354
H -9.60 -3.10 0.81 0.0821
H -10.28 -2.70 2.40 0.0786
H -8.91 -3.82 2.27 0.0710
C 5.88 -2.61 1.28 -0.0173
C 4.74 -3.47 0.79 -0.5525
O 4.76 -4.69 0.92 0.0193
N 3.70 -2.84 0.20 0.0150
C 3.52 -1.42 -0.03 -0.0693
H 6.63 -3.25 1.72 0.0766
H 6.34 -2.06 0.46 0.0816
H 5.53 -1.90 2.04 0.0805
H 2.96 -3.45 -0.12 0.0615
H 2.62 -1.07 0.47 0.0852
H 3.41 -1.22 -1.10 0.0828
H 4.37 -0.85 0.35 0.0693
C 1.12 0.51 -5.42 -0.0218
C 1.36 -0.71 -6.28 -0.5610
O 2.33 -0.81 -7.02 0.0079
N 0.45 -1.70 -6.18 0.0199
C -0.75 -1.71 -5.35 -0.0628
H 1.93 1.21 -5.59 0.0756
H 0.18 0.99 -5.68 0.0851
H 1.12 0.22 -4.37 0.0688
H 0.65 -2.51 -6.74 0.1409
H -0.69 -2.54 -4.64 0.0714
H -1.63 -1.85 -5.97 0.0840
H -0.85 -0.79 -4.79 0.0599
C 1.54 2.07 -2.29 -0.0102
C 2.01 2.98 -1.18 -0.5366
O 2.59 2.56 -0.19 0.0143
N 1.78 4.31 -1.32 0.0121
C 1.11 5.00 -2.42 -0.0751
H 1.80 1.05 -2.03 0.0787
H 0.46 2.14 -2.40 0.0877
H 2.02 2.33 -3.23 0.0785
H 2.13 4.87 -0.56 0.1373
H 1.79 5.72 -2.87 0.0826
H 0.24 5.54 -2.04 0.0818
H 0.79 4.29 -3.17 0.0716
C 0.54 3.28 5.34 -0.0102
C 0.54 4.41 4.34 -0.5660
O 0.12 5.52 4.62 0.0052
N 1.04 4.15 3.11 0.0129
C 1.59 2.91 2.58 -0.0675
H 0.11 3.64 6.27 0.0791
H -0.07 2.44 4.98 0.0854
H 1.55 2.93 5.53 0.0826
H 1.01 4.95 2.49 0.1357
H 2.62 3.06 2.27 0.0746
H 1.02 2.59 1.72 0.0727
H 1.56 2.12 3.34 0.0753
C 3.39 6.57 4.03 -0.0097
C 3.98 7.50 2.99 -0.5502
O 4.30 7.12 1.88 0.0236
N 4.13 8.81 3.34 0.0017
C 3.80 9.45 4.60 -0.0797
H 3.33 5.58 3.61 0.0689
H 4.03 6.54 4.91 0.0878
H 2.39 6.90 4.31 0.0777
H 4.52 9.38 2.61 0.1356
H 3.07 10.24 4.44 0.0814
H 4.70 9.89 5.04 0.0799
H 3.39 8.73 5.30 0.0719

=====

[4]
16
Properties=species:S:1:pos:R:3:lowdin_charge:R:1 method="wB97M-V/def2-TZVPD" charge=0 de_lowest_ev=0.8004 gap_ev=8.800 smiles=Cc1cc[nH]c1C homo_energy_ev=-7.77 fmax_ev_per_a=2.28 e_tot_ha=-288.75263 lumo_ev=1.0
C -1.89 1.02 0.17 -0.0639
C -0.53 0.51 -0.14 -0.2715
C 0.23 0.89 -1.30 -0.0559
C 1.32 0.04 -1.35 -0.1205
N 1.30 -0.68 -0.19 0.0318
C 0.26 -0.34 0.62 -0.2731
C -0.27 -1.22 1.72 -0.0387
H -2.01 2.03 -0.26 0.0760
H -2.10 1.09 1.24 0.0722
H -2.75 0.49 -0.25 0.0747
H -0.03 1.82 -1.77 0.0973
H 1.94 -0.23 -2.19 0.1008
H 2.02 -1.32 0.10 0.1494
H -0.43 -0.69 2.66 0.0712
H -1.27 -1.57 1.45 0.0818
H 0.27 -2.12 2.00 0.0684

=====

[5]
21
Properties=species:S:1:pos:R:3:lowdin_charge:R:1 method="wB97M-V/def2-TZVPD" charge=+2 s2=0.753 de_lowest_ev=0.3975 gap_ev="9.379 / 6.019" homo_energy_ev="-18.80 / -18.79" fmax_ev_per_a=2.71 multiplicity=2 e_tot_ha=-365.28813 lumo_ev="-9.4 / -12.8"
C -0.55 -1.37 -0.25 -0.1092
C 0.36 -1.11 0.97 -0.1071
C 0.91 0.26 1.12 0.0392
C 2.11 0.64 1.73 0.3101
N -0.02 -0.89 -1.57 0.2160
H -0.63 -2.45 -0.32 0.1491
H -1.56 -1.02 -0.14 0.1131
H -0.16 -1.38 1.89 0.1708
H 1.22 -1.76 0.76 0.1489
H 0.19 1.07 0.94 0.1388
H 2.32 1.63 2.13 0.1339
H 2.97 -0.02 1.61 0.1328
H -0.25 0.10 -1.71 0.1095
H 1.01 -0.85 -1.53 0.1710
H -0.27 -1.45 -2.39 0.1956
H -2.39 0.01 1.60 0.0403
H -3.11 1.34 1.53 0.0756
O -2.31 0.90 1.23 -0.0450
H -0.10 2.51 -1.85 0.0674
H 0.46 2.01 -3.22 0.0801
O -0.20 1.83 -2.54 -0.0311

=====

[6]
83
Properties=species:S:1:pos:R:3:lowdin_charge:R:1 method="wB97M-V/def2-TZVPD" charge=-1 de_lowest_ev=0.0000 gap_ev=5.168 homo_energy_ev=-3.39 fmax_ev_per_a=1.18 e_tot_ha=-6145.75435 lumo_ev=1.8
Sc -0.04 2.17 0.65 0.7895
C -2.93 2.90 5.48 -0.4181
S -1.90 4.14 4.65 0.7926
C -1.05 3.18 3.44 -1.1626
S 0.16 4.04 2.57 0.5611
N -1.42 1.96 3.31 -0.0144
N -0.64 1.18 2.41 -0.3009
C 0.56 0.66 2.99 -0.1096
C 1.80 0.92 2.47 -0.2988
C 3.00 0.40 3.09 -0.0443
C 4.21 0.62 2.52 -0.1098
C 4.31 1.35 1.30 -0.1236
C 3.15 1.83 0.76 -0.1758
N 1.92 1.64 1.28 -0.0660
H -3.23 3.33 6.44 0.0188
H -2.33 2.01 5.62 0.0224
H -3.81 2.67 4.88 0.0260
H 0.47 0.29 4.00 0.1172
H 2.89 -0.16 4.00 0.1056
H 5.11 0.23 2.98 0.0927
H 5.26 1.54 0.83 0.0763
H 3.17 2.41 -0.16 0.1080
Se -3.40 3.46 -6.23 1.0134
N -3.45 4.33 -4.68 -0.2541
C -2.66 3.70 -3.86 -0.3482
C -2.49 4.07 -2.47 -0.0865
C -3.23 5.09 -1.88 0.0098
C -3.09 5.31 -0.52 -0.0329
C -2.22 4.51 0.20 -0.1110
N -1.48 3.55 -0.36 0.0411
C -1.60 3.33 -1.69 -0.1052
C -0.80 2.23 -2.25 -0.1932
N 0.11 1.69 -1.45 0.0011
C 0.80 0.45 -1.84 -0.2571
C 0.33 -0.13 -3.15 -0.0327
C -0.50 0.53 -3.95 -0.0306
C -1.09 1.79 -3.55 -0.1276
C -1.98 2.52 -4.38 -0.3570
N -2.25 2.23 -5.64 -0.2646
H -3.91 5.66 -2.49 0.1150
H -3.66 6.08 -0.01 0.1073
H -2.10 4.65 1.27 0.0691
H 1.89 0.65 -1.89 0.1393
H 0.70 -1.12 -3.40 0.0950
H -0.82 0.11 -4.90 0.1046
F 1.77 -5.58 -5.29 0.1274
C 2.07 -5.95 -4.03 -0.5715
F 1.31 -7.03 -3.75 0.1224
F 3.36 -6.38 -4.06 0.1239
C 1.88 -4.84 -3.05 -0.1373
C 1.01 -4.97 -1.98 0.0020
C 0.87 -3.93 -1.08 -0.0007
C 1.59 -2.75 -1.22 -0.1531
C 2.44 -2.63 -2.31 -0.0264
C 2.59 -3.66 -3.22 -0.0100
C 1.49 -1.61 -0.22 -0.1497
C 0.55 -0.47 -0.63 -0.2349
H 0.46 -5.89 -1.84 0.1169
H 0.19 -4.05 -0.24 0.1215
H 3.01 -1.71 -2.45 0.1233
H 3.26 -3.56 -4.07 0.1236
C -0.89 -0.97 -0.54 -0.0875
C -1.27 -0.94 0.94 -0.4007
C -2.66 -1.59 1.08 -0.0503
C -1.38 0.57 1.34 -0.1697
C -0.24 -1.78 1.69 -0.1095
C 1.02 -2.10 1.16 -0.1355
C 1.89 -2.90 1.89 -0.0394
C 1.54 -3.43 3.12 -0.0892
C 0.28 -3.15 3.63 -0.0862
C -0.59 -2.34 2.92 -0.0410
H -1.55 -0.31 -1.11 0.1291
H -0.99 -1.98 -0.96 0.1287
H 0.67 0.24 0.20 0.0694
H -3.33 -1.16 0.33 0.0842
H -3.10 -1.40 2.07 0.0752
H -2.61 -2.67 0.92 0.0854
H -2.41 0.90 1.37 0.0990
H 2.50 -1.19 -0.11 0.1550
H 2.87 -3.11 1.48 0.1216
H 2.23 -4.05 3.66 0.0947
H -0.03 -3.55 4.59 0.0961
H -1.55 -2.10 3.35 0.1118

=====

[7]
9
Properties=species:S:1:pos:R:3:lowdin_charge:R:1 method="wB97M-V/def2-TZVPD" charge=0 de_lowest_ev=3.1715 gap_ev=8.167 homo_energy_ev=-9.30 fmax_ev_per_a=2.17 e_tot_ha=-586.17784 lumo_ev=-1.1
C -3.36 -0.90 0.87 -0.0876
C 2.21 0.28 -0.66 -0.3639
N -4.49 -1.14 0.99 0.0411
N -0.29 0.98 -0.01 -0.4572
S 0.97 0.55 0.67 0.7758
H 3.07 0.32 0.02 0.0126
H 2.14 1.02 -1.42 0.0207
H 2.11 -0.64 -1.28 0.0538
H -2.37 -0.48 0.84 0.0048

=====

[8]
61
Properties=species:S:1:pos:R:3:lowdin_charge:R:1 method="wB97M-V/def2-TZVPD" charge=+2 s2=6.054 de_lowest_ev=2.2577 gap_ev="6.657 / 1.734" homo_energy_ev="-13.03 / -12.89" fmax_ev_per_a=6.19 multiplicity=5 e_tot_ha=-6644.51778 lumo_ev="-6.4 / -11.2"
Pt 0.19 -0.69 -0.02 0.9789
O -4.14 3.45 -0.17 0.2473
C -3.86 3.07 -1.37 -0.3343
O -4.49 3.37 -2.35 0.4461
C -2.65 2.19 -1.58 -0.0068
C -2.18 1.81 -2.84 0.0518
N -1.12 1.03 -2.64 0.0877
N -0.86 0.87 -1.35 0.0077
C -1.77 1.56 -0.68 -0.1025
C -1.71 1.59 0.82 -0.5283
O -2.50 2.25 1.48 0.0965
O -0.78 0.89 1.31 -0.1542
H -3.57 3.08 0.58 0.1100
H -2.55 2.07 -3.81 0.1581
H -0.54 0.60 -3.35 0.1965
Br -0.81 -5.88 0.79 0.8997
C 0.67 -4.79 0.30 -0.5594
C 1.96 -5.17 0.67 -0.0832
C 3.04 -4.39 0.28 -0.0599
C 2.85 -3.25 -0.49 -0.0782
C 1.56 -2.87 -0.86 -0.1444
C 0.47 -3.64 -0.45 -0.2011
C -0.97 -3.24 -0.83 -0.6613
O -1.81 -4.12 -0.79 -0.0338
O -1.12 -2.03 -1.14 -0.1161
H 2.11 -6.07 1.23 0.1128
H 4.04 -4.69 0.56 0.1184
H 3.70 -2.70 -0.87 0.1123
H 1.43 -2.09 -1.62 0.0986
C 4.04 -3.40 4.97 -0.0458
C 2.67 -3.44 5.16 -0.0507
C 1.82 -2.78 4.29 -0.0934
C 2.36 -2.06 3.23 -0.3495
C 3.73 -2.06 3.00 -0.1166
C 4.57 -2.72 3.88 -0.0565
As 1.19 -0.84 2.24 1.3170
C -0.33 -0.58 3.40 -0.2901
C -1.43 -1.40 3.54 -0.0462
C -2.53 -0.95 4.28 0.0293
C -2.52 0.31 4.87 -0.0021
C -1.41 1.14 4.75 0.0430
C -0.30 0.71 4.01 -0.1420
C 0.87 1.50 3.72 -0.1475
C 1.13 2.80 4.19 0.0417
C 2.29 3.45 3.81 -0.0149
C 3.20 2.84 2.96 0.0076
C 2.96 1.56 2.46 -0.0451
C 1.82 0.89 2.85 -0.2608
H 4.70 -3.90 5.66 0.1182
H 2.25 -3.98 6.00 0.1177
H 0.75 -2.81 4.43 0.0943
H 4.15 -1.53 2.15 0.1025
H 5.64 -2.68 3.73 0.1161
H -1.45 -2.37 3.06 0.1278
H -3.40 -1.58 4.38 0.1335
H -3.39 0.66 5.41 0.1281
H -1.42 2.11 5.21 0.1277
H 0.42 3.29 4.84 0.1251
H 2.47 4.46 4.16 0.1268
H 4.09 3.37 2.66 0.1288
H 3.65 1.11 1.77 0.1169